[1]
59
Properties=species:S:1:pos:R:3:mulliken_charge:R:1 method="wB97M-V/def2-TZVPD" e_lumo_ev=-0.84 homo_ha=-0.2923 max_force_ha_per_bohr=0.167 charge=0 relative_energy_kj_mol=581.6
N 9.43939 -0.24333 -1.73052 -0.54
O -3.99848 -4.01216 -0.54098 -0.67
O -5.97666 0.31914 -0.94335 -0.71
O 2.28945 5.57729 1.80794 -0.60
O 1.84194 3.65449 2.72765 -0.58
N 7.39119 1.04494 -1.15015 -0.15
N 8.43892 0.38574 -1.44506 0.44
O 4.79859 2.08813 -3.58881 -0.57
C -3.78077 -3.04373 -1.26043 0.84
C -6.02518 -0.45138 0.00996 0.03
C -2.49785 -2.83745 1.97356 -0.69
C -2.58670 -1.57761 1.48984 0.51
C 0.77674 0.12016 0.57853 -0.51
C 1.61703 -0.93651 0.97700 -0.13
C -0.61949 0.01470 0.71531 -0.55
C 1.06019 -2.11511 1.49978 -1.21
C 3.63713 4.38527 -0.27024 -0.58
C 3.41885 2.30722 0.92808 -0.53
C 4.34367 3.72425 -1.28074 -0.18
C 4.12391 1.64911 -0.08623 -0.52
C -1.21178 -1.15483 1.23726 1.17
C -0.33347 -2.21385 1.61667 -0.64
C 3.13811 3.68788 0.85060 0.11
C 4.57718 2.34431 -1.21206 0.11
N -1.17188 -3.21577 2.05250 0.03
N -7.07820 -0.40870 0.83200 -0.14
N -4.19832 -1.81005 -0.97770 -0.16
N 2.38233 4.34456 1.85526 0.94
C -3.01144 -3.21833 -2.54790 -1.31
C -7.33047 -1.24926 2.00259 -0.78
C 6.80925 1.81627 -2.26488 -0.72
C 5.29080 1.61229 -2.33043 -0.09
C -3.85428 -0.81244 1.24588 -0.85
C -4.86924 -1.43242 0.27193 0.28
H 3.82975 1.99800 -3.62260 0.36
H -3.34542 -3.46241 2.22797 0.38
H 1.19720 1.02117 0.15698 0.53
H 2.68811 -0.85198 0.87009 0.20
H -1.25235 0.83534 0.41246 0.42
H 1.69216 -2.93804 1.79740 0.38
H 3.46269 5.45275 -0.37754 0.44
H 3.08195 1.72625 1.78357 0.50
H 4.70255 4.28709 -2.13794 0.48
H 4.32613 0.58679 0.00360 0.42
H -0.87399 -4.12979 2.35986 0.20
H -7.77329 0.28032 0.58634 0.30
H -4.03572 -1.07582 -1.64880 0.26
H -2.10379 -2.61880 -2.50330 0.31
H -2.75024 -4.26960 -2.66186 0.34
H -3.63069 -2.89954 -3.38350 0.36
H -6.55879 -1.09299 2.75817 0.23
H -8.29834 -0.99221 2.43597 0.34
H -7.34784 -2.30200 1.71423 0.28
H 7.24274 1.49832 -3.22006 0.49
H 7.03827 2.87872 -2.13683 0.38
H 5.07910 0.53973 -2.26145 0.38
H -3.58057 0.17207 0.86443 0.31
H -4.34128 -0.65556 2.20804 0.25
H -5.27878 -2.33068 0.73189 0.44

---

[2]
54
Properties=species:S:1:pos:R:3:mulliken_charge:R:1 method="wB97M-V/def2-TZVPD" e_lumo_ev=-3.77 homo_ha=-0.3958 max_force_ha_per_bohr=0.053 charge=+1
C -2.75839 -1.01108 3.34434 -1.25
C -1.95904 -1.71919 2.24912 -0.46
C -2.39032 -1.35457 0.83101 -0.46
C -2.19151 0.12802 0.51313 0.32
C -2.38938 0.57271 -0.93700 -1.44
C -1.31069 0.17975 -1.95809 0.77
C -1.31777 -1.27563 -2.47264 -1.43
C -0.05376 -2.07745 -2.16014 0.15
C 1.18162 -1.61605 -2.96395 -1.21
C 2.23160 -0.86689 -2.14702 0.16
C 2.83727 -1.69538 -0.99416 -1.03
C 2.40282 -1.25639 0.40696 0.38
C 3.04674 0.04924 0.90372 -1.75
P 2.00715 1.64192 0.49483 0.79
C 0.95473 3.14346 0.14076 -0.72
N 0.18315 3.54899 1.28899 -0.26
C -1.25747 3.33870 1.22900 -0.80
H -2.83697 -1.61915 4.24728 0.37
H -2.31088 -0.05641 3.63191 0.28
H -3.77954 -0.79534 3.01525 0.29
H -0.89162 -1.47620 2.34828 0.04
H -2.02457 -2.80460 2.36834 0.48
H -1.85719 -1.97545 0.10914 0.04
H -3.45493 -1.59254 0.70191 0.42
H -2.88047 0.70827 1.13779 0.59
H -1.18231 0.43366 0.83787 -0.31
H -2.44567 1.66686 -0.93201 0.48
H -3.36756 0.22802 -1.29690 0.38
H -1.40973 0.86236 -2.80619 0.43
H -0.32846 0.40706 -1.51421 -0.63
H -2.19618 -1.79943 -2.08246 0.53
H -1.44559 -1.26401 -3.56018 0.50
H 0.15945 -2.00029 -1.08638 -0.16
H -0.23942 -3.13893 -2.34426 0.42
H 0.84817 -0.96315 -3.77774 0.47
H 1.65864 -2.47387 -3.44808 0.32
H 1.77218 0.03903 -1.73675 -0.41
H 3.02005 -0.51808 -2.82041 0.34
H 3.93134 -1.65699 -1.04941 0.43
H 2.57204 -2.74789 -1.12682 0.49
H 1.31119 -1.11493 0.41328 -0.54
H 2.58697 -2.06292 1.12292 0.43
H 3.17881 0.02243 1.97058 0.54
H 4.05316 0.15539 0.46711 0.76
H 2.63856 2.36630 1.57479 -0.38
H 0.84543 0.88519 0.84717 -0.17
H 2.62849 1.71465 -0.78982 0.08
H 0.28951 2.85593 -0.68518 0.28
H 1.60752 3.94411 -0.24015 0.44
H 0.56982 3.21883 2.16465 0.28
H -1.67320 3.39772 2.23563 0.37
H -1.73388 4.11560 0.62639 0.33
H -1.53535 2.36101 0.80799 0.13
Rb 4.70543 0.94758 2.89982 0.94

---

[3]
10
Properties=species:S:1:pos:R:3:mulliken_charge:R:1 method="wB97M-V/def2-TZVPD" e_lumo_ev=-0.11 homo_ha=-0.3398 max_force_ha_per_bohr=0.197 charge=0 relative_energy_kj_mol=672.0 smiles="C#CC(C#C)=NO"
C -1.73579 1.55607 0.03929 -0.17
C -0.67574 0.81641 -0.00147 -0.14
C 0.25138 -0.29537 -0.19021 0.80
C 1.59428 0.01481 -0.19800 -0.35
C 2.88892 -0.05143 0.04680 -0.41
N -0.27472 -1.41910 -0.04068 -0.40
O -1.62521 -1.33889 0.03634 -0.33
H -2.40143 2.44266 -0.23139 0.33
H 3.80579 0.62370 0.46888 0.27
H -1.82747 -2.34885 0.07042 0.40

---

[4]
26
Properties=species:S:1:pos:R:3:mulliken_charge:R:1 method="wB97M-V/def2-TZVPD" e_lumo_ev="0.53 / 0.53" homo_ha="-0.2789 / -0.2789" max_force_ha_per_bohr=0.092 charge=0 relative_energy_kj_mol=342.5 smiles="C/C(N)=C/N.CCC(C)=O"
C -0.77068 -2.46730 0.29614 -1.43
C -1.06658 -1.15202 -0.34898 0.38
N -1.28828 -1.15244 -1.68171 -0.34
C -1.31850 0.00173 0.45604 -0.22
N -1.94567 1.14211 -0.09614 -0.59
H -1.71225 -2.98173 0.51591 0.36
H -0.15479 -3.09910 -0.35012 0.43
H -0.24867 -2.31759 1.24634 0.31
H -0.85792 -1.88805 -2.22668 0.25
H -1.41046 -0.25186 -2.12413 0.24
H -1.78799 -0.22316 1.41858 0.38
H -1.33366 1.90926 -0.34210 0.20
H -2.59945 0.99091 -0.85300 0.28
C 1.65897 0.89192 -1.28326 -1.04
C 1.66245 -0.02802 -0.07836 -0.64
C 0.53772 0.33220 1.27831 1.10
C 0.67545 1.81535 1.59299 -1.65
O 0.70790 -0.46289 2.22446 -0.72
H 1.90927 1.92093 -1.00970 0.28
H 0.69082 0.91327 -1.79530 0.16
H 2.39896 0.57921 -2.02927 0.37
H 1.58007 -1.07507 -0.38045 0.25
H 2.59457 0.07528 0.47932 0.48
H 1.57379 1.97118 2.19102 0.40
H -0.19149 2.10712 2.19181 0.38
H 0.69644 2.44876 0.70829 0.36